--- P ---
10
Properties=species:S:1:pos:R:3 method="wB97M-V/def2-TZVPD" gap_ha=0.3399 lumo_ha=-0.026 multiplicity=1 mol_weight_g_mol=95.12
C 2.05993 -0.00013 0.25676
N -3.66935 -0.32822 0.17550
O -1.27668 0.31330 -0.39130
O 1.60588 0.39086 -1.04891
S -2.43517 -0.56657 -0.62044
H 2.80062 0.83389 0.55704
H 1.33447 0.27599 0.99139
H 2.29084 -0.97861 0.44759
H -3.73249 0.27813 1.01332
H 1.02196 -0.21864 -1.38095

***

--- Q ---
10
Properties=species:S:1:pos:R:3 method="wB97M-V/def2-TZVPD" gap_ha=0.3605 lumo_ha=0.018 smiles="CO[S@@H](=N)=O" multiplicity=1 mol_weight_g_mol=95.12
C -1.26752 0.63852 -0.40019
O 0.08892 1.05678 -0.48495
S 1.07114 -0.05401 0.12674
N 0.29951 -1.73479 0.07917
O 2.45711 0.14206 -0.29351
H -1.49511 -0.34656 -0.89734
H -1.68065 1.60391 -0.62533
H -1.43815 0.58767 0.74826
H 0.82479 0.50771 1.42354
H 1.13997 -2.40129 0.32360

***

The energy of each structure relative to the most stable one, in eV, is as follows: P 0.000; Q 2.535.

***

--- P ---
18
Properties=species:S:1:pos:R:3 method="wB97M-V/def2-TZVPD" gap_ha=0.4091 lumo_ha=-0.180 total_charge=+1 smiles=CCCOn1cnn[nH+]1 multiplicity=1 mol_weight_g_mol=129.14
C 2.66324 -0.17550 -0.34029
C 1.17088 0.19388 -0.21040
C 0.51940 -0.65933 0.85258
O -0.75233 -0.11565 1.37465
N -1.63972 0.12314 0.40167
C -2.50946 -0.65069 -0.22173
N -3.20691 0.09978 -1.07178
N -2.79666 1.33820 -0.94910
N -1.84807 1.35315 -0.07050
H 2.92552 -0.37693 -1.37395
H 3.29809 0.61830 0.04152
H 2.90303 -1.07688 0.22496
H 0.69084 0.01900 -1.17357
H 1.07625 1.24797 0.05258
H 1.12750 -0.71592 1.75178
H 0.32882 -1.67464 0.50474
H -2.61856 -1.70990 -0.05626
H -1.33186 2.16202 0.26311

***

--- Q ---
18
Properties=species:S:1:pos:R:3 method="wB97M-V/def2-TZVPD" gap_ha="0.3097 / 0.3097" lumo_ha="-0.161 / -0.161" total_charge=+1 multiplicity=1 mol_weight_g_mol=129.14
C -1.48729 0.25086 1.22655
C -2.11443 -0.96148 1.01595
C 0.54429 -1.38870 -0.37011
C 1.26342 1.83394 -1.25786
N -1.10195 -2.14104 1.17316
N -0.06895 -2.23474 0.62282
N 0.06177 -0.06814 -0.47591
N 0.97891 0.93128 -0.11534
O -1.03440 1.22707 1.66525
H -2.89311 -1.19306 1.75155
H -2.50207 -1.05662 -0.00063
H 1.63302 -1.45675 -0.20947
H 0.32168 -1.94477 -1.29525
H 1.63047 1.24251 -2.09651
H 0.33566 2.31956 -1.55490
H 1.99890 2.58451 -0.97838
H 1.87694 0.54519 0.24289
H 0.55714 1.51038 0.65620

***

The energy of each structure relative to the most stable one, in eV, is as follows: P 0.000; Q 0.832.

***

--- P ---
105
Properties=species:S:1:pos:R:3 method="wB97M-V/def2-TZVPD" gap_ha="0.2086 / 0.2444" s2=2.052 lumo_ha="-0.077 / -0.087" total_charge=+1 multiplicity=3 mol_weight_g_mol=1028.00
Mo -1.08783 0.57222 0.10989
C 0.77375 -1.82496 2.99582
Sb 0.97708 0.13679 2.05675
C 3.21826 0.41064 2.09342
C 0.46492 1.26026 4.02380
C 1.12078 2.53123 4.25001
C 2.32346 2.54591 4.95923
C 3.12898 3.65566 5.11180
C 2.72592 4.89725 4.61484
C 1.56238 4.97176 3.88534
C 0.73242 3.79020 3.67391
C -0.53091 3.93206 2.94995
Sb -0.59159 3.13724 0.82860
C -1.84299 4.70087 0.11291
C 1.27266 3.85772 -0.06303
H 0.48085 -1.71891 4.05978
H 1.70239 -2.34578 2.85283
H -0.03271 -2.37038 2.44960
H 3.65088 0.28592 3.08502
H 3.50905 1.43866 1.75775
H 3.65100 -0.31969 1.38975
H 0.76626 0.54966 4.77200
H -0.63729 1.36763 3.95558
H 2.68462 1.57937 5.39408
H 4.05889 3.54090 5.66589
H 3.36984 5.75632 4.72237
H 1.07778 5.89238 3.51423
H -0.78133 5.00154 2.91126
H -1.33771 3.35623 3.43421
H -2.78099 4.65634 0.69915
H -2.16489 4.56615 -0.90418
H -1.36174 5.69826 0.22766
H 1.06218 4.87750 -0.41608
H 1.54697 3.17857 -0.86473
H 2.00175 3.89282 0.74213
N -4.11344 2.01247 -5.09154
C -3.44816 1.92851 -3.90885
C -4.11403 1.75351 -2.66422
C -3.37811 1.52097 -1.52256
N -2.04413 1.32804 -1.57747
C -1.39147 1.58471 -2.72748
C -2.05837 1.89559 -3.85878
H -5.08008 2.19476 -5.04069
H -3.59291 2.42105 -5.86095
H -5.20599 1.92726 -2.49928
H -3.87475 1.44592 -0.53175
H -0.29312 1.52607 -2.68247
H -1.48312 2.18385 -4.73081
C -3.76703 -4.32026 1.85391
C -4.83728 -3.31350 1.31573
N -4.40920 -1.87652 1.45482
C -5.05393 -1.01478 2.61437
C -5.36065 -1.79172 3.91906
C -3.32005 -1.52355 0.77171
C -2.97212 -2.14616 -0.55844
N -2.56714 -0.38698 1.06463
H -4.15716 -5.26947 2.16766
H -3.29316 -3.85179 2.70473
H -2.97095 -4.49788 1.11218
H -5.75959 -3.32103 1.88215
H -5.08274 -3.44427 0.26136
H -5.93456 -0.43686 2.15916
H -4.23841 -0.29149 2.77091
H -4.68485 -2.65348 4.07494
H -6.40497 -2.14186 4.00709
H -5.16156 -1.12607 4.78797
H -3.84082 -2.71018 -0.97931
H -2.10655 -2.73545 -0.45343
H -2.75101 -1.36035 -1.32314
H -2.67028 -0.11657 2.03885
C 0.33098 -0.34779 -0.48515
Ge 1.75397 -1.21223 -1.47754
C 3.09915 -2.50352 -0.91958
C 4.39927 -2.15623 -0.63344
C 5.25141 -3.07185 -0.00515
C 4.77433 -4.33105 0.34111
C 3.48918 -4.73505 -0.03902
C 2.66201 -3.83973 -0.65466
C 3.06485 0.11081 -2.32754
C 3.58118 1.24626 -1.68349
C 4.54707 2.05232 -2.26177
C 5.00471 1.75510 -3.54508
C 4.45342 0.67463 -4.26564
C 3.45897 -0.10248 -3.65519
C 0.98216 -2.16059 -3.05952
C -0.31561 -1.86486 -3.49148
C -0.86840 -2.47550 -4.58257
C -0.17348 -3.45312 -5.26733
C 1.15420 -3.74320 -4.86542
C 1.72303 -3.08704 -3.77540
H 4.79768 -1.13261 -0.81494
H 6.27231 -2.75902 0.12753
H 5.30312 -5.00299 1.00563
H 3.09585 -5.74114 0.19856
H 1.65902 -4.12146 -0.96088
H 3.27811 1.49295 -0.66996
H 5.05371 2.79247 -1.71802
H 5.71134 2.37700 -4.03643
H 4.91770 0.36176 -5.17503
H 3.05854 -0.92250 -4.22929
H -0.88680 -1.12447 -2.94924
H -1.86526 -2.17713 -4.93609
H -0.63527 -4.01026 -6.09324
H 1.79726 -4.40066 -5.48394
H 2.77893 -3.23761 -3.61243

***

--- Q ---
105
Properties=species:S:1:pos:R:3 method="wB97M-V/def2-TZVPD" gap_ha="0.2195 / 0.2396" s2=2.093 lumo_ha="-0.077 / -0.087" total_charge=+1 multiplicity=3 mol_weight_g_mol=1028.00
Mo -0.14577 -0.33807 0.91062
C 0.52689 -2.26384 -2.94163
Sb -0.86431 -1.54577 -1.46209
C -1.56982 -3.53226 -0.76728
C -2.61562 -1.11680 -2.71894
C -3.83535 -1.31437 -1.93032
C -4.47003 -2.60403 -1.93519
C -5.67327 -2.85062 -1.27965
C -6.23460 -1.78869 -0.57164
C -5.59653 -0.55553 -0.49997
C -4.40735 -0.27957 -1.18078
C -3.81433 1.05774 -1.05177
Sb -2.54427 0.83056 0.76145
C -3.97613 0.62745 2.39283
C -2.40592 2.96692 1.06245
H 0.19482 -3.22672 -3.23206
H 1.47713 -2.33582 -2.45188
H 0.62023 -1.52838 -3.72371
H -1.64633 -4.19152 -1.61311
H -2.50995 -3.48863 -0.19756
H -0.79732 -3.94188 -0.17502
H -2.57578 -1.79950 -3.56942
H -2.51971 -0.08938 -3.08870
H -3.96932 -3.35224 -2.50643
H -6.18317 -3.81563 -1.29312
H -7.14105 -1.96959 -0.07434
H -5.99531 0.16451 0.18150
H -4.58240 1.81064 -0.76496
H -3.07061 1.35434 -1.79064
H -4.44770 1.60356 2.57713
H -3.42077 0.31589 3.27829
H -4.72196 -0.08653 2.11133
H -2.95604 3.19751 1.96760
H -2.75120 3.55037 0.18308
H -1.35778 3.17899 1.26508
N 2.33256 2.94206 5.57757
C 1.79474 2.30502 4.47277
C 2.61492 1.92129 3.33051
C 2.01317 1.40572 2.20106
N 0.69339 1.01080 2.27497
C -0.12247 1.45001 3.27925
C 0.37560 2.12643 4.36351
H 3.34344 2.86535 5.74797
H 1.73525 3.16396 6.41384
H 3.70738 1.95508 3.38765
H 2.58290 1.12259 1.28943
H -1.15163 1.16411 3.13734
H -0.33620 2.44618 5.12491
C 2.58632 -4.42169 5.36355
C 2.35883 -4.31098 3.85287
N 1.06530 -3.71090 3.35566
C -0.17789 -4.25826 3.99444
C -0.46161 -5.63314 3.43188
C 1.05679 -2.67916 2.50267
C 2.34928 -2.21304 1.91406
N -0.04106 -2.06469 2.03896
H 3.60793 -4.82742 5.52396
H 1.94343 -5.19068 5.82591
H 2.53547 -3.40134 5.84883
H 2.40407 -5.32380 3.43490
H 3.16803 -3.73727 3.33217
H -1.00600 -3.50823 3.86349
H -0.02296 -4.30681 5.08181
H -0.42696 -5.50371 2.33510
H -1.48126 -6.02957 3.66885
H 0.29207 -6.39907 3.69952
H 2.87967 -3.10698 1.51024
H 3.00199 -1.69995 2.64320
H 2.19909 -1.55537 1.06504
H -0.87930 -2.61247 2.25461
C 0.77065 0.22575 -0.62044
Ge 1.33894 1.40640 -2.06949
C 2.31241 3.02959 -1.42305
C 2.18344 3.59464 -0.14244
C 3.13230 4.42831 0.39432
C 4.21048 4.81221 -0.40461
C 4.17411 4.54014 -1.74501
C 3.22547 3.68224 -2.28422
C -0.20842 2.35269 -2.88920
C -0.80052 3.31061 -2.04380
C -1.79013 4.20638 -2.55595
C -2.29960 3.98742 -3.83017
C -1.83798 2.92103 -4.57063
C -0.82426 2.08410 -4.13302
C 2.42543 0.84171 -3.58018
C 3.41861 -0.13635 -3.41286
C 4.17596 -0.51700 -4.52853
C 3.97334 0.05515 -5.77998
C 3.04467 1.04672 -5.89635
C 2.26781 1.47120 -4.81865
H 1.38291 3.28180 0.51423
H 3.06188 4.79871 1.42551
H 5.04579 5.40429 -0.02824
H 4.92353 4.92507 -2.44371
H 3.22679 3.46550 -3.36867
H -0.45993 3.56055 -1.03331
H -2.25946 4.99945 -1.93087
H -3.12115 4.53458 -4.25916
H -2.30162 2.77905 -5.53275
H -0.48851 1.26964 -4.79640
H 3.60642 -0.56334 -2.44253
H 5.00801 -1.20552 -4.36264
H 4.49866 -0.41092 -6.60170
H 2.98856 1.58591 -6.83621
H 1.44176 2.20502 -4.98300

***

The energy of each structure relative to the most stable one, in eV, is as follows: P 0.164; Q 0.000.

***

--- P ---
15
Properties=species:S:1:pos:R:3 method="wB97M-V/def2-TZVPD" gap_ha=0.3932 lumo_ha=0.029 smiles="C[C@@H]1OCOC=NO1" multiplicity=1 mol_weight_g_mol=117.10
C 2.10792 -0.18577 -0.00655
C 0.57829 -0.31009 -0.35200
O 0.14590 0.96327 -0.47454
C -0.87060 1.25748 0.39563
O -2.17156 0.52848 0.14434
C -2.04270 -0.75994 -0.29143
N -1.13123 -1.52441 0.07874
O 0.06020 -0.96713 0.77535
H 2.51036 0.58947 -0.75439
H 2.13501 0.13869 1.16484
H 2.78067 -1.01947 0.06925
H 0.37459 -0.99017 -1.35376
H -0.71932 1.11212 1.46733
H -0.89176 2.33946 0.30634
H -2.86578 -1.17198 -1.16916

***

--- Q ---
15
Properties=species:S:1:pos:R:3 method="wB97M-V/def2-TZVPD" gap_ha=0.3639 lumo_ha=0.024 smiles="CO[C@H]1ON=C[C@@H]1O" multiplicity=1 mol_weight_g_mol=117.10
C -2.49580 -0.17692 0.05020
O -1.12042 -0.34469 0.55587
C -0.11235 -0.13943 -0.42076
O -0.06733 1.40630 -0.57559
N 0.90824 1.90716 0.03920
C 1.65133 0.94254 0.57087
C 1.14775 -0.47215 0.25784
O 2.05800 -1.38404 -0.25900
H -2.66163 -1.13958 -0.59603
H -3.09954 -0.19980 0.88298
H -2.40699 0.75104 -0.54511
H -0.09791 -0.46612 -1.43958
H 2.55835 1.30226 1.13887
H 0.92897 -0.99165 1.24046
H 2.80934 -0.99491 -0.90022

***

--- R ---
15
Properties=species:S:1:pos:R:3 method="wB97M-V/def2-TZVPD" gap_ha=0.3566 lumo_ha=0.019 multiplicity=1 mol_weight_g_mol=117.10
C -0.01645 0.39922 0.08606
C -1.13307 -0.18358 1.05544
C -1.02686 -0.11516 -0.97748
C 1.32223 -0.42810 -0.01956
H -0.03724 2.29145 -0.51814
H 1.52570 1.72452 -0.05575
H -0.83926 -1.03366 1.66432
H -1.51426 0.56282 1.83717
H -0.60970 -0.96098 -1.47467
H -1.55198 0.43131 -1.79094
H 1.85296 -2.22312 0.11529
N 0.56262 1.71831 -0.00366
O -2.00159 -0.52956 0.03428
O 1.02952 -1.69728 -0.13274
O 2.43738 0.04380 0.18040

***

--- S ---
15
Properties=species:S:1:pos:R:3 method="wB97M-V/def2-TZVPD" gap_ha=0.3026 lumo_ha=-0.003 smiles="O=CC(=O)O.C=CN" multiplicity=1 mol_weight_g_mol=117.10
O 2.33071 1.20956 -0.05669
C 1.71291 0.56293 0.74909
C 1.32876 -0.87137 0.49800
O 0.97268 -1.54646 1.41532
O 1.49165 -1.14502 -0.76811
H 1.64913 0.94157 1.77094
H 1.84652 -0.34880 -1.26798
C -1.04973 1.19244 -0.15957
C -1.55429 0.00784 0.17599
N -1.76441 -0.92633 -0.73942
H -0.70923 1.95066 0.57017
H -1.03110 1.57369 -1.21410
H -1.39336 -0.14677 1.29693
H -2.03864 -1.86009 -0.54701
H -1.79162 -0.59386 -1.72356

***

The energy of each structure relative to the most stable one, in eV, is as follows: P 3.386; Q 2.470; R 0.302; S 0.000.

***

--- P ---
15
Properties=species:S:1:pos:R:3 method="wB97M-V/def2-TZVPD" gap_ha=0.3842 lumo_ha=0.030 multiplicity=1 mol_weight_g_mol=117.10
C -0.45631 -1.67466 0.10333
N -1.63726 -1.19199 0.22719
O -1.97622 -0.14965 -0.64873
C -1.44074 1.05917 -0.13173
O -0.20670 1.36098 -0.43492
C 1.01813 0.84203 0.23990
C 1.49259 -0.40274 -0.35023
O 0.36969 -1.19023 -0.83280
H -0.17904 -2.59049 0.72499
H -1.62832 1.16080 0.99974
H -2.13700 1.85118 -0.57465
H 1.73585 1.65389 0.18025
H 0.84423 0.63436 1.38092
H 1.98504 -1.06726 0.37705
H 2.21605 -0.29540 -1.26032

***

--- Q ---
15
Properties=species:S:1:pos:R:3 method="wB97M-V/def2-TZVPD" gap_ha=0.3479 lumo_ha=0.011 smiles=[NH3+][C@@]([O-])(O)C#CCO multiplicity=1 mol_weight_g_mol=117.10
N 1.06087 0.30829 2.09352
C -0.44098 0.38413 1.53943
O -1.23623 -0.25737 2.26221
O -0.53855 1.97218 1.86224
C -0.36987 0.05775 0.09126
C -0.35330 -0.29608 -1.06704
C -0.30463 -0.74191 -2.46093
O -0.71109 -2.09145 -2.54596
H 0.98205 1.37394 2.61011
H 1.26037 -0.62089 2.45909
H 1.81832 0.53183 1.44917
H -0.29542 2.45319 1.06371
H -0.96118 -0.08644 -3.05841
H 0.72367 -0.60821 -2.83799
H -0.63402 -2.37898 -3.46039

***

The energy of each structure relative to the most stable one, in eV, is as follows: P 0.000; Q 0.220.

***

--- P ---
15
Properties=species:S:1:pos:R:3 method="wB97M-V/def2-TZVPD" gap_ha=0.3803 lumo_ha=0.022 smiles="C[C@@H](C=O)NC(=O)O" multiplicity=1 mol_weight_g_mol=117.10
C 1.21598 -0.97193 -0.34386
C 0.73573 0.24967 0.43340
C 1.18078 1.51957 -0.25429
O 2.33527 1.82825 -0.31022
N -0.68673 0.26070 0.70184
C -1.63598 -0.22224 -0.15276
O -1.53670 -0.30562 -1.34805
O -2.76683 -0.51084 0.52537
H 0.96439 -1.87997 0.18126
H 2.29910 -0.97286 -0.42998
H 0.79104 -0.97262 -1.33248
H 1.22471 0.26567 1.40533
H 0.32789 2.13085 -0.63181
H -0.99212 0.33665 1.65798
H -3.45653 -0.75529 -0.10174

***

--- Q ---
15
Properties=species:S:1:pos:R:3 method="wB97M-V/def2-TZVPD" gap_ha="0.2716 / 0.2716" lumo_ha="-0.036 / -0.036" multiplicity=1 mol_weight_g_mol=117.10
C 0.88566 0.41545 -0.53278
C 0.65468 1.17465 0.64163
C 1.49306 -0.93522 -0.50428
C -1.82644 -0.77698 -0.29542
O -1.21512 -0.13047 -1.18203
N -2.06399 0.32282 0.79852
O -3.13392 0.69549 1.14364
O -2.00364 -1.93079 -0.00269
H 0.85787 0.92042 -1.49131
H 0.80374 2.24828 0.53344
H -0.52654 1.05354 0.84382
H 1.06247 0.76084 1.56396
H 1.15645 -1.53585 -1.34814
H 1.27354 -1.46098 0.42552
H 2.58218 -0.82119 -0.59388

***

The energy of each structure relative to the most stable one, in eV, is as follows: P 0.000; Q 5.178.